No. 1
Entry from OMol25: a single C6H7Cl molecule (ωB97M-V/def2-TZVPD).

Geometry as XYZ:
```
14
Properties=species:S:1:pos:R:3
C 0.11 1.17 1.38
C -0.19 0.31 0.16
C -1.39 -0.54 -0.13
C -0.68 -1.57 -0.55
C 0.68 -0.91 -0.45
Cl 2.19 -1.62 -0.01
C 0.60 0.42 -1.17
H 1.25 1.26 1.36
H -0.16 0.54 2.28
H -0.36 2.25 1.44
H -2.40 -0.39 -0.34
H -1.11 -2.54 -0.85
H 0.09 0.55 -2.15
H 1.37 1.10 -0.96
```

## Properties
E_LUMO (eV): 1.0
SMILES: C[C@]12C=C[C@@]1(Cl)C2
DFT total energy (hartree): -692.88592
Energy above the lowest of the compared OMol25 structures with the same formula, charge and spin (kcal per mole): 61.7



No. 2
Entry from OMol25: a 3-piece molecular cluster, C3H6INO2 overall (ωB97M-V/def2-TZVPD).

Geometry as XYZ:
```
13
Properties=species:S:1:pos:R:3
C -1.18 -1.28 1.08
C -0.55 0.07 0.87
C 0.66 0.19 0.35
N 1.03 1.55 -0.09
O 2.17 1.77 -0.39
O 0.10 2.29 -0.21
I 2.07 -1.26 -0.30
H 0.82 0.61 -2.84
H -0.49 -2.06 0.77
H -1.67 -1.53 2.01
H -2.09 -1.16 0.36
H -1.12 0.96 1.09
H 0.23 -0.15 -2.71
```

## Properties
E_LUMO (eV): -0.3
DFT total energy (hartree): -620.64262
Energy above the lowest of the compared OMol25 structures with the same formula, charge and spin (kcal per mole): 131.6



No. 3
Entry from OMol25: a single C8H9NS2 molecule (ωB97M-V/def2-TZVPD).

Geometry as XYZ:
```
20
Properties=species:S:1:pos:R:3
C -1.46 -1.07 -2.13
C -0.71 -0.92 -0.99
C -1.38 0.05 -2.95
C 0.10 0.27 -0.96
C -1.06 -0.41 2.27
C 0.34 -1.08 2.13
C 0.91 0.85 0.00
C 1.57 2.15 -0.18
N -1.54 0.64 1.85
S -0.37 1.30 -2.30
S 1.53 0.14 1.53
H -2.08 -1.91 -2.30
H -0.57 -1.62 -0.07
H -1.93 0.06 -3.80
H -1.72 -1.30 2.52
H 0.71 -1.45 3.11
H 0.39 -1.84 1.35
H 2.59 2.35 0.05
H 1.03 2.94 0.34
H 1.43 2.50 -1.16
```

## Properties
E_LUMO (spin up / spin down) (eV): -0.5 / -0.7
DFT total energy (hartree): -1161.21209
Energy above the lowest of the compared OMol25 structures with the same formula, charge and spin (kcal per mole): 100.0



No. 4
Entry from OMol25: C3H3GaLiO3 as an isolated structure (ωB97M-V/def2-TZVPD).

Geometry as XYZ:
```
11
Properties=species:S:1:pos:R:3
O 0.45 0.45 0.89
C -0.98 0.37 0.63
C -1.18 -0.82 -0.12
O 0.37 -0.08 -1.20
C 1.14 0.09 -0.19
O 2.29 -0.36 -0.08
Ga 3.75 0.37 0.16
H -1.64 0.80 1.38
H -2.08 -1.05 -0.70
H -0.86 -1.78 0.28
Li -1.25 1.99 -1.04
```

## Properties
2S+1: 2
E_LUMO (spin up / spin down) (eV): -10.6 / -11.9
DFT total energy (hartree): -2273.35831
Total charge: +2
⟨S²⟩: 0.7598
Energy above the lowest of the compared OMol25 structures with the same formula, charge and spin (kcal per mole): 0.0



No. 5
Entry from OMol25: a 5-piece molecular cluster, C24H63B2N8O7 overall (ωB97M-V/def2-TZVPD).

Geometry as XYZ:
```
104
Properties=species:S:1:pos:R:3
C -2.54 1.41 1.07
O -2.62 0.22 0.25
B -1.48 -0.50 0.25
O -1.20 -1.37 1.26
C -0.35 -0.36 -0.88
N 0.79 0.26 -0.58
C 1.54 0.22 -1.70
N 2.75 0.73 -1.82
C 3.37 1.39 -0.64
C 3.87 0.41 0.41
C 4.91 -0.56 -0.17
C 4.49 1.23 1.55
B 3.53 0.66 -3.09
C 3.86 1.91 -3.95
O 3.97 -0.58 -3.43
N 0.85 -0.41 -2.68
N -0.34 -0.78 -2.13
H -1.51 1.65 1.33
H -2.95 2.23 0.49
H -3.10 1.25 1.98
H -0.25 -1.33 1.45
H 2.61 2.04 -0.20
H 4.18 2.00 -1.01
H 3.04 -0.16 0.82
H 5.65 -0.80 0.59
H 5.43 -0.12 -1.02
H 4.43 -1.48 -0.49
H 3.80 1.98 1.94
H 4.75 0.55 2.35
H 5.41 1.71 1.21
H 3.34 2.82 -3.67
H 4.93 2.12 -3.93
H 3.62 1.70 -5.00
H 4.04 -0.72 -4.38
H 1.10 -0.59 -3.63
H -1.09 -1.26 -2.62
C -5.50 -4.62 0.45
C -4.10 -4.04 0.57
C -3.09 -4.66 -0.40
O -2.63 -5.95 -0.06
C -3.48 -7.02 -0.41
N -3.65 -4.14 1.96
H -5.57 -5.60 0.93
H -6.21 -3.95 0.95
H -5.81 -4.72 -0.59
H -4.16 -2.97 0.32
H -2.19 -4.03 -0.40
H -3.49 -4.66 -1.43
H -4.00 -6.82 -1.36
H -4.21 -7.23 0.37
H -2.85 -7.90 -0.54
H -2.75 -3.66 2.05
H -3.42 -5.12 2.13
C 10.42 4.86 2.09
C 10.01 3.92 0.96
C 8.49 3.84 0.75
O 7.79 3.06 1.71
C 7.50 3.73 2.93
N 10.61 2.61 1.19
H 10.27 4.41 3.07
H 11.48 5.10 2.01
H 9.86 5.80 2.05
H 10.42 4.32 0.03
H 8.31 3.34 -0.20
H 8.05 4.84 0.68
H 7.30 4.79 2.77
H 8.32 3.63 3.65
H 6.62 3.26 3.36
H 10.45 2.01 0.39
H 10.12 2.16 1.96
C -4.26 2.48 -3.95
C -3.03 2.53 -4.86
C -2.81 1.27 -5.70
O -2.29 0.17 -4.97
C -3.24 -0.59 -4.24
N -1.86 2.88 -4.05
H -4.08 1.87 -3.07
H -4.51 3.48 -3.61
H -5.12 2.07 -4.48
H -3.18 3.35 -5.57
H -2.07 1.48 -6.47
H -3.73 0.97 -6.22
H -4.20 -0.65 -4.75
H -3.39 -0.16 -3.24
H -2.84 -1.60 -4.13
H -1.06 3.04 -4.66
H -1.60 2.05 -3.51
C -7.78 -1.72 3.64
C -6.37 -2.24 3.84
C -5.71 -1.76 5.14
O -5.26 -0.42 5.13
C -6.25 0.56 5.38
N -5.56 -1.91 2.67
H -7.79 -0.68 3.31
H -8.29 -2.30 2.87
H -8.37 -1.79 4.55
H -6.42 -3.33 3.91
H -4.81 -2.36 5.31
H -6.37 -1.92 6.00
H -6.99 0.20 6.10
H -6.76 0.87 4.46
H -5.75 1.43 5.80
H -4.65 -2.38 2.76
H -5.35 -0.92 2.71
```

## Properties
E_LUMO (eV): -2.7
DFT total energy (hartree): -1966.53309
Total charge: +1



No. 6
Entry from OMol25: a single C4H9NO2 molecule (ωB97M-V/def2-TZVPD).

Geometry as XYZ:
```
16
Properties=species:S:1:pos:R:3
C -1.79 -1.35 -0.36
N -0.81 -0.96 0.61
C -0.21 0.35 0.62
C -1.16 1.47 0.15
C 1.21 0.22 -0.04
O 2.03 -0.44 0.52
O 1.20 0.80 -1.26
H -1.56 -0.91 -1.38
H -2.79 -0.94 -0.25
H -1.78 -2.43 -0.50
H -0.06 -1.59 0.86
H 0.12 0.62 1.63
H -2.07 1.32 0.75
H -0.77 2.49 0.26
H -1.41 1.32 -0.91
H 2.11 0.68 -1.61
```

## Properties
E_LUMO (eV): 0.7
SMILES: CN[C@H](C)C(=O)O
DFT total energy (hartree): -363.03245
Energy above the lowest of the compared OMol25 structures with the same formula, charge and spin (kcal per mole): 33.3



No. 7
Entry from OMol25: a single C3H6N2O2 molecule (ωB97M-V/def2-TZVPD).

Geometry as XYZ:
```
13
Properties=species:S:1:pos:R:3
H 2.06 0.13 -1.95
N 1.36 -0.07 -1.24
C 1.64 0.53 -0.16
O 0.93 0.42 0.96
C -0.08 -0.60 1.05
C -1.46 -0.20 0.53
N -1.48 0.43 -0.67
O -2.46 -0.45 1.19
H 2.48 1.21 -0.01
H 0.27 -1.51 0.54
H -0.20 -0.77 2.11
H -2.40 0.55 -1.06
H -0.67 0.32 -1.29
```

## Properties
E_LUMO (eV): 0.8
SMILES: [H]/N=C/OCC(N)=O
DFT total energy (hartree): -377.91359
Energy above the lowest of the compared OMol25 structures with the same formula, charge and spin (kcal per mole): 28.7



No. 8
Entry from OMol25: a 2-piece molecular cluster, C9H12Cl2FP overall (ωB97M-V/def2-TZVPD).

Geometry as XYZ:
```
25
Properties=species:S:1:pos:R:3
F -0.52 0.66 -3.23
C -1.71 0.37 -2.68
C -2.83 1.04 -3.12
C -4.05 0.74 -2.54
C -4.14 -0.22 -1.54
C -3.00 -0.88 -1.11
C -1.77 -0.59 -1.69
H -2.74 1.79 -3.90
H -4.94 1.26 -2.87
H -5.10 -0.44 -1.09
H -3.06 -1.63 -0.33
H -0.86 -1.09 -1.38
Cl 4.72 -2.08 1.91
C 4.06 -0.45 1.55
C 3.13 0.06 2.65
C 1.99 0.90 2.11
P 0.60 0.07 1.22
Cl 0.04 -1.34 2.64
H 3.54 -0.54 0.60
H 4.92 0.20 1.42
H 3.71 0.65 3.36
H 2.73 -0.79 3.21
H 2.36 1.66 1.41
H 1.51 1.47 2.92
H 1.40 -0.82 0.46
```

## Properties
E_LUMO (eV): 0.6
SMILES: Fc1ccccc1.ClCCCPCl
DFT total energy (hartree): -1711.75668
Energy above the lowest of the compared OMol25 structures with the same formula, charge and spin (kcal per mole): 0.0



No. 9
Entry from OMol25: a single C4H6N2 molecule (ωB97M-V/def2-TZVPD).

Geometry as XYZ:
```
12
Properties=species:S:1:pos:R:3
C 1.54 -0.78 0.12
C 0.27 -1.13 0.19
C 1.48 0.74 -0.06
C -2.01 -0.07 0.05
N 0.05 0.98 -0.20
N -0.61 -0.12 -0.02
H 2.39 -1.42 -0.10
H 1.92 1.38 0.71
H 1.92 0.78 -0.98
H -2.46 -0.87 -0.53
H -2.15 -0.40 1.02
H -2.35 0.90 -0.19
```

## Properties
E_LUMO (spin up / spin down) (eV): -0.3 / -0.3
DFT total energy (hartree): -265.33676
Energy above the lowest of the compared OMol25 structures with the same formula, charge and spin (kcal per mole): 124.8



No. 10
Entry from OMol25: a single C22H31N3O4S molecule (ωB97M-V/def2-TZVPD).

Geometry as XYZ:
```
61
Properties=species:S:1:pos:R:3
C -0.31 -5.26 0.00
C -0.50 -4.24 -1.12
N -0.70 -2.90 -0.59
C -1.96 -2.46 -0.43
C -2.32 -1.26 0.09
C -3.79 -0.97 0.14
O -4.60 -1.77 -0.31
N -4.12 0.18 0.74
C -5.48 0.66 0.81
C -5.87 1.56 -0.37
C -5.11 2.89 -0.53
C -5.04 3.67 0.78
C -3.71 2.71 -1.12
C -1.30 -0.33 0.53
O -1.51 0.80 0.99
C 0.07 -0.85 0.39
C 1.13 -0.04 0.82
C 2.43 -0.46 0.69
S 3.78 0.60 1.20
O 4.94 -0.23 1.36
O 3.33 1.40 2.30
N 4.10 1.64 -0.05
C 4.76 1.11 -1.22
C 3.77 0.75 -2.33
C 2.90 1.97 -2.65
C 2.18 2.44 -1.39
C 3.20 2.74 -0.29
C 2.71 -1.70 0.14
C 1.69 -2.53 -0.28
C 0.35 -2.11 -0.17
H -0.16 -6.25 -0.42
H -1.19 -5.28 0.64
H 0.55 -5.01 0.62
H -1.38 -4.50 -1.70
H 0.36 -4.24 -1.79
H -2.76 -3.12 -0.75
H -3.36 0.78 1.04
H -5.61 1.19 1.75
H -6.13 -0.22 0.80
H -5.76 0.98 -1.29
H -6.93 1.78 -0.26
H -5.70 3.48 -1.24
H -4.37 3.19 1.49
H -6.03 3.76 1.23
H -4.66 4.67 0.59
H -3.75 2.07 -2.00
H -3.02 2.29 -0.41
H -3.32 3.68 -1.43
H 0.90 0.91 1.28
H 5.33 0.24 -0.89
H 5.46 1.87 -1.59
H 3.13 -0.07 -2.00
H 4.31 0.43 -3.21
H 2.17 1.72 -3.42
H 3.54 2.77 -3.03
H 1.49 1.66 -1.05
H 1.60 3.34 -1.59
H 2.72 2.96 0.66
H 3.81 3.61 -0.58
H 3.74 -2.01 0.07
H 1.94 -3.49 -0.68
```

## Properties
E_LUMO (eV): -0.2
SMILES: CCn1cc(C(=O)NCCC(C)C)c(=O)c2cc(S(=O)(=O)N3CCCCC3)ccc21
DFT total energy (hartree): -1720.38850
Energy above the lowest of the compared OMol25 structures with the same formula, charge and spin (kcal per mole): 8.2



No. 11
Entry from OMol25: a single C7H14 molecule (ωB97M-V/def2-TZVPD).

Geometry as XYZ:
```
21
Properties=species:S:1:pos:R:3
C -1.49 -0.53 -0.79
C -0.19 0.25 -0.91
C 1.11 -0.50 -0.51
C 1.10 -2.01 -0.32
C 1.20 0.37 0.77
C 0.10 1.30 0.21
C -1.03 1.72 1.14
H -2.36 0.14 -0.90
H -1.59 -1.02 0.19
H -1.57 -1.30 -1.56
H -0.14 0.69 -1.92
H 1.92 -0.24 -1.20
H 0.27 -2.34 0.32
H 1.02 -2.56 -1.27
H 2.03 -2.33 0.17
H 2.18 0.83 0.97
H 0.88 -0.17 1.67
H 0.55 2.20 -0.22
H -1.51 0.85 1.61
H -0.66 2.37 1.95
H -1.81 2.27 0.60
```

## Properties
E_LUMO (eV): 1.1
SMILES: C[C@@H]1[C@H](C)C[C@@H]1C
DFT total energy (hartree): -275.09193
Energy above the lowest of the compared OMol25 structures with the same formula, charge and spin (kcal per mole): 15.3



No. 12
Entry from OMol25: a single C9H10N2O2 molecule (ωB97M-V/def2-TZVPD).

Geometry as XYZ:
```
23
Properties=species:S:1:pos:R:3
H 2.46 -2.36 -0.10
N 3.25 -1.72 -0.15
C 2.88 -0.52 0.02
N 3.82 0.51 0.02
C 1.45 -0.02 0.35
O 1.27 1.19 -0.31
C -0.03 1.76 -0.08
C -1.11 0.73 -0.09
C -2.45 1.06 -0.04
C -3.44 0.06 0.04
C -3.04 -1.28 -0.03
C -1.73 -1.65 -0.13
C -0.77 -0.66 -0.12
O 0.56 -1.01 -0.12
H 3.53 1.42 -0.32
H 4.72 0.14 -0.20
H 1.31 0.09 1.45
H -0.16 2.42 -0.97
H -0.06 2.28 0.85
H -2.77 2.11 0.01
H -4.49 0.27 0.11
H -3.76 -2.10 -0.09
H -1.44 -2.71 -0.13
```

## Properties
E_LUMO (eV): 0.8
SMILES: [H]/N=C(/N)[C@H]1OCc2ccccc2O1
DFT total energy (hartree): -608.93613
Energy above the lowest of the compared OMol25 structures with the same formula, charge and spin (kcal per mole): 16.7